Record 1
{"formula": "C3H2N4O", "method": "wB97M-V/def2-TZVPD", "elements": ["H", "O", "N", "N", "C", "C", "N", "C", "N", "H"], "positions_angstrom": [[1.027, 2.153, -0.040], [0.162, 1.897, 0.020], [0.371, 0.554, -0.007], [1.813, -0.880, -0.084], [0.697, -1.470, 0.018], [-1.870, -0.437, 0.158], [1.697, 0.388, -0.027], [-0.334, -0.498, 0.153], [-2.999, -0.101, -0.166], [0.549, -2.615, -0.109]], "e_lumo_ev": -0.02, "homo_ev": -10.46, "relative_energy_kcal_mol": 70.8}


Record 2
{"formula": "C4H12", "method": "wB97M-V/def2-TZVPD", "elements": ["C", "C", "H", "H", "H", "H", "C", "H", "H", "H", "H", "H", "H", "H", "C", "H"], "positions_angstrom": [[-2.423, -1.216, -1.068], [1.701, 0.694, -0.164], [-1.620, -1.817, 0.644], [-0.257, -0.628, -0.107], [2.345, 0.771, -0.940], [1.634, -0.318, 0.166], [2.216, 1.365, 1.113], [-3.482, -1.391, -0.694], [-2.475, -0.336, -1.694], [1.515, 1.796, 1.803], [2.881, 2.282, 0.845], [2.821, 0.632, 1.684], [-2.143, -2.157, -1.569], [-1.978, 0.049, 0.590], [-1.489, -0.912, 0.064], [0.754, 1.185, -0.674]], "e_lumo_ev": 1.15, "homo_ev": -10.72, "relative_energy_kcal_mol": 39.2}


Record 3
{"formula": "C5H18N2O2", "method": "wB97M-V/def2-TZVPD", "elements": ["H", "C", "H", "H", "N", "H", "C", "H", "H", "H", "H", "H", "H", "H", "C", "H", "O", "O", "H", "H", "C", "H", "H", "H", "N", "H", "C"], "positions_angstrom": [[2.046, 1.327, 1.608], [-0.599, 1.566, -0.619], [-0.233, 1.915, -2.619], [0.121, 2.241, -0.154], [-0.921, 2.156, -1.922], [3.396, 1.152, 0.435], [-0.151, 0.115, -0.625], [2.053, -1.436, 1.134], [-1.250, 0.205, 1.725], [0.524, -0.031, -1.472], [-0.780, -2.374, 0.139], [-1.850, -1.853, 1.156], [0.266, 1.093, 2.143], [-1.869, 1.971, -2.189], [-0.166, 0.145, 1.806], [-0.984, -0.597, -0.741], [-1.643, -2.541, 0.529], [-1.975, -1.736, -2.145], [-0.098, -0.533, 2.683], [2.013, -0.823, -0.510], [2.741, 0.639, 1.125], [-1.489, 1.601, 0.016], [-2.592, -2.416, -1.890], [3.278, 0.319, 2.023], [0.443, -0.433, 0.657], [-2.242, -1.154, -2.816], [1.958, -0.521, 0.525]], "e_lumo_ev": 0.76, "homo_ev": -8.08, "relative_energy_kcal_mol": 43.9}


Record 4
{"formula": "C36H90F2KNO22S2", "method": "wB97M-V/def2-TZVPD", "elements": ["C", "H", "O", "H", "O", "H", "H", "S", "H", "C", "H", "H", "H", "H", "C", "H", "N", "H", "H", "C", "C", "H", "C", "C", "H", "C", "C", "O", "O", "H", "S", "O", "H", "K", "H", "H", "F", "H", "H", "H", "O", "H", "H", "H", "C", "H", "H", "O", "H", "C", "H", "C", "C", "C", "O", "O", "H", "H", "H", "H", "H", "H", "H", "C", "H", "H", "H", "C", "H", "H", "H", "H", "H", "H", "H", "O", "C", "C", "H", "C", "C", "H", "H", "H", "C", "H", "H", "C", "C", "H", "O", "O", "C", "C", "O", "O", "O", "H", "H", "C", "H", "C", "C", "H", "H", "O", "H", "H", "O", "H", "H", "H", "O", "H", "C", "H", "H", "H", "H", "H", "H", "H", "C", "H", "H", "O", "H", "H", "H", "H", "C", "F", "O", "O", "H", "H", "H", "C", "C", "H", "H", "H", "H", "C", "H", "H", "H", "H", "C", "H", "C", "H", "O", "H"], "positions_angstrom": [[-2.117, 4.492, 7.718], [-8.017, 1.319, 4.758], [1.573, 2.446, 7.891], [-2.706, 4.132, 8.562], [4.096, -3.556, 5.962], [7.933, 4.640, 5.354], [-1.939, 5.559, 7.853], [-1.422, 1.287, 0.720], [1.790, 1.254, -8.843], [2.991, -3.189, 5.132], [4.311, -3.481, -9.773], [7.803, -4.024, -4.300], [-9.683, -2.175, -8.636], [-5.988, -0.033, -4.758], [-6.226, -0.265, -5.796], [-3.066, -5.079, 6.231], [-0.560, 2.751, 0.485], [1.424, -5.986, 3.039], [-8.018, 0.569, 0.140], [6.993, -7.781, -6.217], [-9.932, -2.260, -7.578], [3.071, 1.222, 8.804], [2.602, -4.251, 4.127], [-3.737, -4.574, 6.926], [-10.332, 1.600, -1.330], [8.552, 2.149, 2.361], [-8.784, 0.854, 0.862], [9.891, 2.483, 2.625], [-2.097, 0.584, -0.346], [8.794, 5.118, 3.927], [-0.044, 2.270, -0.858], [2.123, -5.331, 4.865], [-2.651, 4.258, 6.797], [2.026, 4.681, 4.376], [3.573, -1.196, -12.424], [-3.816, -3.633, 6.381], [-2.668, 1.980, 1.425], [-1.618, 10.024, -4.563], [-6.234, -6.817, 7.112], [-4.758, -6.938, 7.945], [-10.152, 0.649, 0.472], [1.894, -1.430, -11.706], [-0.834, 11.462, -4.034], [-5.483, 0.082, -6.515], [6.827, -4.304, -4.697], [-7.451, 0.096, 2.606], [-3.751, -3.650, 8.876], [0.700, 1.034, -0.950], [-8.726, 1.916, 1.100], [1.760, 8.590, -5.493], [-4.806, -7.107, 6.182], [-8.552, -2.232, -5.562], [-8.802, 1.603, 4.057], [1.396, -6.283, 4.087], [-8.731, -2.700, -6.971], [5.908, -3.588, -3.897], [2.439, -2.307, -13.101], [-1.629, 2.186, 8.811], [1.358, 7.729, -6.027], [1.806, -3.815, 3.524], [11.743, 1.712, 2.489], [-0.980, 2.022, 7.197], [0.686, -0.055, -9.010], [2.878, -1.876, -9.171], [4.632, -1.880, -10.419], [0.510, 1.027, 9.050], [-8.751, -0.937, 1.983], [10.777, 1.353, 2.844], [-2.122, -6.927, 7.590], [7.440, -8.257, -5.344], [6.803, -3.743, -1.974], [2.582, 8.393, -4.806], [10.936, 0.998, 3.862], [-10.811, -2.857, -7.333], [5.172, -3.213, -2.025], [7.163, 3.769, 3.673], [-7.102, -2.264, -5.043], [-1.868, -6.422, 8.521], [3.100, -2.207, 4.670], [-8.467, 0.090, 2.212], [2.776, -1.889, -12.152], [-2.060, 13.619, -6.556], [10.428, 0.494, 2.271], [8.455, 1.655, 1.394], [-1.391, 13.071, -5.893], [3.483, -4.592, 3.583], [4.791, -4.520, 7.617], [0.573, 2.079, 8.772], [5.860, -3.917, -2.493], [2.120, -3.142, 5.785], [2.782, -0.474, -9.422], [-1.970, 11.804, -5.667], [3.843, -4.382, 7.097], [-5.185, -6.533, 7.028], [7.091, -6.405, -6.079], [0.714, 9.321, -4.783], [3.183, -2.959, -11.369], [-9.545, 2.105, 4.677], [8.252, 1.421, 3.115], [7.549, 3.342, 2.342], [0.711, 2.675, 9.674], [-1.067, 10.889, -4.932], [1.717, 0.171, -8.740], [3.626, 2.436, 7.654], [3.095, 2.866, 9.267], [-9.265, 0.454, 3.289], [1.901, -2.357, -9.125], [-7.074, -1.784, -4.064], [-0.773, 3.898, 7.893], [6.637, 3.122, 1.787], [7.520, -8.132, -7.104], [3.049, -4.011, 7.744], [-0.952, 0.495, 1.773], [-0.489, 12.871, -6.471], [-0.816, 2.506, 8.159], [-11.773, 1.794, -0.346], [5.569, -4.943, -2.269], [-6.865, -3.326, -4.974], [2.293, 9.154, -6.259], [-7.161, 0.201, -6.108], [-1.117, 13.639, -5.004], [5.597, -6.124, -4.741], [0.134, 10.274, -5.657], [1.607, -7.345, 4.212], [-1.771, -7.189, 9.290], [-5.016, -5.159, 6.792], [7.245, -6.308, -4.011], [9.006, 3.585, 4.687], [3.455, -5.367, 6.838], [-2.104, -3.905, 8.239], [8.238, 4.290, 4.367], [1.194, 3.365, -0.835], [-0.744, 2.606, -2.092], [-6.166, -1.655, -5.920], [-10.100, -1.235, -7.247], [1.884, -0.064, -7.688], [6.886, -3.799, -5.661], [-10.685, 1.745, -0.309], [-3.103, -4.331, 8.325], [-10.306, 2.694, 0.072], [-9.243, -2.667, -4.839], [-0.913, -5.898, 8.472], [-8.350, 2.332, 3.385], [2.876, 2.221, 8.415], [0.400, -6.236, 4.527], [0.863, 11.071, -5.799], [3.191, -2.156, -8.165], [-8.823, -1.181, -5.469], [3.836, -2.581, -10.166], [0.001, 9.873, -6.663], [6.649, -5.845, -4.798], [7.996, 4.225, 1.885], [-2.842, -5.570, 9.035], [5.966, -8.144, -6.275]], "e_lumo_ev": -2.06, "homo_ev": -8.77, "relative_energy_kcal_mol": 187.8}


Record 5
{"formula": "C2H3KNO4S", "method": "wB97M-V/def2-TZVPD", "elements": ["O", "C", "H", "H", "K", "O", "N", "O", "O", "C", "S", "H"], "positions_angstrom": [[-3.845, 1.812, -0.478], [2.643, -0.761, 0.063], [2.219, -0.560, -0.921], [3.011, 0.136, 0.561], [-0.987, -0.005, 2.092], [-2.285, 1.610, -2.178], [0.926, -2.131, 1.505], [-2.773, -0.166, -0.631], [-1.565, 1.717, 0.160], [1.704, -1.551, 0.882], [-2.565, 1.228, -0.791], [3.516, -1.328, -0.263]], "charge": -1, "e_lumo_ev": 1.57, "homo_ev": -2.21, "relative_energy_kcal_mol": 24.7}


Record 6
{"formula": "C58H67BBiBrIN13", "method": "wB97M-V/def2-TZVPD", "elements": ["C", "H", "C", "H", "H", "N", "C", "H", "H", "C", "H", "H", "H", "H", "C", "H", "C", "C", "H", "H", "H", "N", "C", "H", "H", "C", "C", "C", "Bi", "C", "H", "C", "C", "C", "C", "N", "H", "C", "H", "C", "H", "H", "H", "N", "C", "C", "C", "H", "C", "C", "N", "H", "N", "C", "C", "H", "H", "H", "C", "C", "N", "C", "C", "H", "H", "H", "C", "C", "C", "H", "H", "C", "H", "C", "C", "N", "C", "H", "H", "C", "H", "H", "H", "H", "C", "H", "H", "H", "H", "C", "C", "H", "H", "C", "H", "C", "H", "C", "H", "C", "C", "H", "H", "H", "C", "H", "C", "Br", "H", "H", "H", "C", "N", "H", "C", "H", "H", "I", "N", "C", "N", "H", "H", "H", "N", "H", "C", "C", "N", "H", "C", "C", "H", "H", "C", "B", "H", "H", "H", "C", "C", "C"], "positions_angstrom": [[-0.115, 5.157, 3.932], [-0.067, -5.804, -0.650], [2.580, -0.291, 0.899], [3.236, 2.418, -4.887], [5.192, -0.361, 3.088], [-1.840, -0.080, 2.507], [3.465, -4.341, -1.211], [0.269, 2.454, 0.178], [-1.741, 2.049, -6.504], [4.374, -0.725, 2.479], [-2.748, -2.195, 0.529], [-0.911, 7.102, 4.323], [-2.107, 0.192, 1.573], [0.908, 1.933, -5.952], [3.098, -0.914, -4.280], [-4.829, 0.009, -4.626], [2.765, 1.557, -0.631], [4.058, -2.077, 2.446], [0.422, 3.885, -0.836], [4.630, -2.329, -4.791], [4.074, -0.714, -1.057], [0.423, 0.072, -3.298], [-4.201, -0.525, 2.880], [-1.775, 0.129, 5.151], [-5.121, -1.313, -3.497], [-0.015, -2.461, 1.893], [0.323, 4.997, 6.666], [2.035, -6.030, -0.273], [0.017, -0.363, -0.914], [-3.272, 1.662, -1.028], [-3.093, -3.232, 2.617], [-1.969, -2.964, 0.476], [-2.003, 1.332, -5.730], [-3.291, 2.611, 1.315], [3.644, 0.151, 1.695], [4.024, 1.406, -1.048], [0.302, 2.319, -1.619], [-5.263, -0.737, 3.747], [1.130, 3.051, 6.273], [2.045, -1.555, 1.194], [5.455, 1.758, -5.755], [4.175, -6.042, -0.109], [-2.399, 0.439, -6.216], [-0.331, -2.286, -2.259], [2.694, 0.422, -4.306], [1.075, -4.206, -1.523], [3.308, -5.519, -0.494], [-3.670, -0.267, 6.689], [-2.936, -0.220, 3.380], [4.750, 0.135, -1.051], [2.170, 2.776, -0.748], [-1.804, -2.847, 3.744], [2.012, 0.524, -0.126], [-3.145, 2.782, -0.058], [2.822, 4.000, -0.246], [-3.206, 6.178, -0.144], [-3.406, 1.622, 1.731], [4.244, 3.306, -1.956], [4.336, -1.286, -4.782], [-4.462, 1.435, -1.737], [-0.831, 0.200, -3.835], [-0.093, -3.605, -2.185], [-5.113, -0.229, -3.598], [3.912, 1.202, 1.668], [-6.242, -0.967, 3.344], [-1.110, 0.522, 2.864], [0.712, 2.842, -0.750], [0.517, 1.366, -5.123], [0.923, -5.385, -0.794], [-3.527, 3.551, 3.224], [6.137, -0.620, -5.740], [4.796, 1.010, -5.330], [2.388, -1.663, -3.953], [-1.943, -3.314, -3.381], [-3.821, -0.343, 5.619], [0.466, -2.565, 3.178], [-0.248, 6.134, 6.122], [0.496, 4.929, 7.733], [-5.910, -0.817, 5.793], [-2.755, -0.126, 4.759], [5.343, 0.106, -1.958], [5.413, 0.052, -0.193], [-1.928, -4.486, 3.054], [-3.214, -4.570, -4.518], [2.353, -3.681, -1.709], [2.563, -3.503, 1.895], [4.458, -3.946, -1.390], [-6.122, 0.142, -3.433], [-2.452, -3.924, 0.303], [0.626, -3.854, 3.831], [0.679, 3.937, 5.847], [5.499, 2.137, -2.312], [4.675, -2.806, 2.957], [5.186, -0.325, -5.314], [5.480, 2.913, -0.731], [-3.169, -3.531, -4.202], [2.877, 4.768, -1.018], [4.850, 2.516, -1.530], [1.673, -3.973, 4.128], [1.040, -1.434, 3.888], [-3.364, 4.992, 1.639], [3.815, 3.797, 0.135], [-3.178, -2.895, -5.087], [2.068, -1.635, 4.194], [-2.048, -3.420, 2.855], [-2.793, 1.756, -5.108], [-3.390, 3.709, 2.160], [-0.481, 5.352, 2.086], [2.470, -2.768, -2.284], [-4.067, -3.316, -3.622], [-5.387, 1.982, -1.636], [2.879, -2.470, 1.836], [0.671, -1.837, 0.906], [0.374, -4.664, 3.148], [-0.800, 1.001, -4.914], [-4.349, -0.590, 1.804], [1.912, -6.952, 0.284], [1.050, 2.350, 3.333], [-2.903, 0.031, -2.409], [-3.109, 4.082, -0.572], [-2.331, 0.805, -1.437], [0.446, -1.233, 4.784], [-3.026, 4.224, -1.644], [-3.467, 5.847, 2.297], [-1.471, -2.109, -3.005], [-1.162, -5.350, -3.036], [-4.191, 0.402, -2.607], [0.464, 4.013, 4.478], [-1.229, -2.994, 1.718], [-0.527, 6.964, 6.758], [-5.079, -0.653, 5.119], [-0.468, 6.216, 4.757], [1.039, -0.546, 3.264], [0.009, -3.938, 4.730], [-1.096, -4.285, -2.870], [-2.027, -0.712, -3.443], [2.234, 4.383, 0.583], [-2.690, -0.886, -4.416], [-1.313, -2.759, -0.350], [1.260, 0.713, -4.137], [3.557, 1.382, -4.832], [-3.218, 5.177, 0.270]], "charge": 2, "e_lumo_ev": -5.13, "homo_ev": -12.11, "relative_energy_kcal_mol": 5.2}


Record 7
{"formula": "C4H10N2O", "method": "wB97M-V/def2-TZVPD", "elements": ["H", "H", "C", "H", "H", "C", "H", "O", "N", "H", "N", "C", "H", "H", "H", "C", "H"], "positions_angstrom": [[1.419, -1.693, -0.426], [0.537, -0.907, 1.453], [1.446, -0.790, -1.040], [0.698, 1.403, 1.006], [1.851, -0.964, -2.024], [-1.323, -0.415, 0.778], [-0.365, -0.935, -1.849], [-2.526, -0.465, 0.932], [0.110, -0.254, -1.275], [-1.583, 0.832, -0.860], [-0.435, -0.887, 1.704], [-0.011, 1.686, 0.244], [0.439, 2.200, -0.608], [2.087, -0.060, -0.544], [-0.791, -1.552, 2.369], [-0.717, 0.441, -0.343], [-0.834, 2.359, 0.484]], "e_lumo_ev": 0.85, "homo_ev": -8.54, "relative_energy_kcal_mol": 28.0}


Record 8
{"formula": "C4H11OS", "method": "wB97M-V/def2-TZVPD", "elements": ["H", "C", "S", "C", "H", "C", "H", "H", "O", "H", "C", "H", "H", "H", "H", "H", "H"], "positions_angstrom": [[-0.106, 1.789, 2.360], [-0.148, -1.468, -0.962], [1.872, 3.180, 0.563], [-1.095, -2.714, -1.148], [-0.888, 0.679, 1.227], [0.847, 1.660, 0.382], [-1.072, 2.416, 1.041], [2.681, 2.719, 1.579], [-0.007, -1.085, 0.359], [-0.504, -0.619, -1.588], [-0.387, 1.633, 1.321], [0.835, -1.721, -1.480], [-2.127, -2.336, -1.082], [0.512, 1.764, -0.666], [-0.926, -3.363, -0.255], [-0.899, -3.231, -2.157], [1.413, 0.697, 0.507]], "charge": -1, "e_lumo_ev": 3.22, "homo_ev": -2.60, "relative_energy_kcal_mol": 40.1}